Model A:
Density functional theory data (the ωB97M-V functional and the def2-TZVPD basis) for a 7-piece molecular cluster, C18H52N2O12 overall.

Geometry as ORCA input:
```
! RIJCOSX wB97M-V def2-TZVPD def2/J DEFGRID3
* xyz 0 1
C -2.58756 0.87092 3.18380
O -3.87341 1.47046 3.30759
C -3.76694 2.88376 3.27941
C -5.20612 3.44427 3.45148
C -5.98935 3.19004 2.18564
N -5.24420 4.88248 3.68250
H -1.90772 1.26414 3.94568
H -2.17650 1.18620 2.21763
H -2.71256 -0.20531 3.23936
H -3.03705 3.25450 4.00351
H -3.50616 3.20338 2.26147
H -5.67749 2.93380 4.29300
H -6.94151 3.72533 2.15704
H -6.27467 2.13867 2.09443
H -5.52422 3.49096 1.24212
H -4.67447 5.34096 2.96604
H -4.68614 5.14904 4.49711
C 1.11752 1.99739 1.42149
O -0.01813 2.06623 0.55487
C -0.61377 3.36300 0.62472
C -0.19956 4.33035 -0.47721
C 1.26859 4.77765 -0.44767
N -1.04622 5.54589 -0.39846
H 1.20358 0.91726 1.58989
H 0.93657 2.33503 2.44488
H 2.00293 2.40879 0.94141
H -1.68584 3.23713 0.41537
H -0.61388 3.69962 1.66261
H -0.49021 3.96533 -1.46688
H 1.75301 5.10913 0.46890
H 1.38318 5.58620 -1.17737
H 1.89947 3.99643 -0.88576
H -0.66842 6.23004 -1.03638
H -2.00881 5.33638 -0.62866
O -2.17463 -6.72074 -0.24054
C -2.34628 -5.51340 0.51622
C -3.38453 -4.65490 -0.22122
O -4.71658 -5.09800 -0.02500
H -2.57669 -7.46995 0.20495
H -2.69015 -5.72732 1.53114
H -1.35154 -5.06810 0.56592
H -3.19876 -4.87727 -1.27787
H -3.22021 -3.59485 -0.03164
H -4.84688 -5.84236 -0.61609
O 0.28096 -0.60952 -3.84232
C 1.58192 -0.31418 -4.30586
C 2.63564 -1.15411 -3.54759
O 3.05337 -0.55555 -2.31883
H 0.14276 -0.41410 -2.89537
H 1.71092 -0.53786 -5.36103
H 1.78122 0.73240 -4.05816
H 3.49891 -1.43309 -4.15274
H 2.13928 -2.09111 -3.28643
H 2.55689 -0.98084 -1.61627
O 6.41930 2.19370 -2.73608
C 5.49223 1.35148 -2.05365
C 4.41478 2.05776 -1.21963
O 3.24896 2.28295 -2.08157
H 7.21731 2.10966 -2.21620
H 5.02335 0.58792 -2.66708
H 6.07429 0.85771 -1.25690
H 4.72638 3.06849 -0.95723
H 4.09937 1.48520 -0.34844
H 2.72218 1.47711 -1.98157
O 1.43097 -2.75562 -0.54049
C 0.81700 -1.85864 0.37919
C -0.37409 -1.13661 -0.25629
O -0.08355 -0.05536 -1.11790
H 1.01903 -3.63116 -0.43099
H 0.42591 -2.36287 1.26677
H 1.55897 -1.13815 0.72290
H -0.91185 -0.69353 0.60212
H -1.15194 -1.75834 -0.70405
H 0.02532 0.76612 -0.59280
O 1.34385 -5.48321 0.22112
C 2.50331 -5.97574 -0.50036
C 3.75269 -5.20498 -0.09683
O 3.84007 -3.95637 -0.75856
H 0.94827 -6.20173 0.72014
H 2.61016 -7.06065 -0.45328
H 2.24085 -5.78086 -1.54457
H 4.58873 -5.85906 -0.35170
H 3.72463 -4.97605 0.97426
H 2.94396 -3.54974 -0.65515
*
```

Values from the calculation:
- SMILES = COC[C@H](C)N.COC[C@H](C)N.OCCO.OCCO.OCCO.OCCO.OCCO
- HOMO (Ha) = -0.3396
- frontier orbital gap (eV) = 9.5
- LUMO level (eV) = 0.26

List of Mulliken charges in e, atom by atom: C -0.40; O -0.42; C -0.14; C 0.35; C -1.41; N -0.77; H 0.30; H 0.02; H 0.31; H 0.36; H -0.09; H 0.38; H 0.41; H 0.32; H 0.26; H 0.26; H 0.27; C -0.58; O -0.17; C -1.15; C 0.87; C -1.26; N -0.78; H 0.12; H 0.39; H 0.02; H 0.12; H 0.49; H 0.19; H 0.33; H 0.43; H 0.13; H 0.25; H 0.25; O -0.56; C 0.18; C -0.41; O -0.57; H 0.31; H 0.37; H -0.19; H 0.31; H 0.26; H 0.33; O -0.60; C -0.35; C -0.33; O -0.22; H 0.42; H 0.39; H 0.15; H 0.40; H 0.22; H 0.07; O -0.52; C -0.28; C -0.25; O -0.55; H 0.35; H -0.05; H 0.35; H 0.37; H 0.29; H 0.20; O -0.48; C -0.51; C 0.19; O -0.40; H 0.14; H 0.60; H -0.02; H -0.02; H 0.11; H 0.50; O -0.49; C -0.58; C -0.39; O -0.54; H 0.25; H 0.49; H 0.27; H 0.34; H 0.24; H 0.56

=====

Model B:
Density functional theory data (the ωB97M-V functional and the def2-TZVPD basis) for a 7-piece molecular cluster, C18H52N2O12 overall.

Geometry as ORCA input:
```
! RIJCOSX wB97M-V def2-TZVPD def2/J DEFGRID3
* xyz 0 1
C -21.80976 -3.42415 4.12174
O -21.85622 -2.99326 5.52779
C -22.15770 -1.61354 5.70386
C -23.50650 -1.45658 6.36562
N -24.53772 -2.00620 5.52545
C -25.07587 -1.09355 4.47144
C -26.31584 -0.44589 4.89591
O -26.88180 0.45832 3.96728
C -26.44640 1.81497 3.93418
H -21.14958 -4.27864 3.97304
H -21.46038 -2.63034 3.46151
H -22.74735 -3.70624 3.64272
H -22.34533 -1.09634 4.76291
H -21.32797 -1.22732 6.29589
H -23.69055 -0.38454 6.29526
H -23.50905 -1.80006 7.40008
H -24.21512 -2.87305 5.11976
H -25.40840 -1.70750 3.63442
H -24.33166 -0.37472 4.12861
H -26.32417 -0.09558 5.92805
H -27.11341 -1.18812 4.86315
H -26.93470 2.30714 3.09308
H -25.40610 1.90352 3.62113
H -26.68189 2.39683 4.82529
C -15.48466 3.40150 -1.24451
O -15.80915 2.15312 -1.63287
C -15.25339 1.52026 -2.76561
C -13.68882 1.45311 -2.70616
N -13.16646 0.53692 -3.65674
C -11.74431 0.99047 -3.99288
C -10.92172 0.14919 -5.03619
O -11.37531 0.05539 -6.42847
C -12.76832 -0.13595 -6.53918
H -16.35195 3.90672 -0.81944
H -15.02749 4.03367 -2.00573
H -14.72905 3.27431 -0.46928
H -15.46190 2.06671 -3.68541
H -15.62856 0.51746 -2.96992
H -13.50843 1.13810 -1.67838
H -13.25719 2.44951 -2.80096
H -13.07676 -0.40849 -3.31287
H -11.16926 1.03270 -3.06787
H -11.69127 2.06142 -4.18870
H -10.98250 -0.88255 -4.68986
H -9.86216 0.40492 -5.04053
H -12.99107 -0.56108 -7.51782
H -13.33749 0.78885 -6.44483
H -13.05301 -0.80529 -5.72736
O -18.90004 2.00183 6.95625
C -19.43094 2.73626 5.82675
C -18.27932 2.89372 4.74476
O -17.24579 3.63913 5.27828
H -19.44460 2.04413 7.74573
H -20.24117 2.13709 5.41126
H -19.77746 3.75555 5.99727
H -18.41870 3.39354 3.78620
H -17.97338 1.87244 4.51785
H -17.19805 3.32534 6.18429
O -23.10586 -0.90104 13.87005
C -22.80794 0.42406 13.34019
C -21.39364 0.40616 12.67617
O -21.29470 1.58095 11.95079
H -23.95933 -0.79118 14.29563
H -23.67182 0.61900 12.70472
H -22.78501 1.01650 14.25484
H -21.25635 -0.49325 12.07591
H -20.62717 0.34376 13.44865
H -21.23979 2.18099 12.69814
O -16.42787 8.30419 4.10962
C -17.24058 9.37167 3.64753
C -17.62678 10.41835 4.74221
O -16.44007 11.01848 5.21419
H -16.92298 7.63124 4.58248
H -16.51449 9.76812 2.93780
H -18.09176 9.14237 3.00643
H -18.03887 10.10276 5.70069
H -18.28159 11.12496 4.23227
H -15.94482 10.50982 5.86040
O -23.02125 5.82268 3.31649
H -23.44882 6.13439 4.11414
H -22.96889 6.59573 2.75446
O -12.65170 3.63268 8.20850
H -11.79963 3.21591 8.08006
H -12.44321 4.52118 8.49714
*
```

Values from the calculation:
- SMILES = COCCNCCOC.COCCNCCOC.OCCO.OCCO.OCCO.O.O
- HOMO (Ha) = -0.3205
- frontier orbital gap (eV) = 9.0
- LUMO level (eV) = 0.30

List of Mulliken charges in e, atom by atom: C -0.71; O -0.40; C -0.31; C -0.86; N -0.37; C -0.15; C -0.63; O -0.33; C -0.70; H 0.30; H 0.30; H 0.26; H 0.24; H 0.35; H 0.37; H 0.39; H 0.28; H 0.29; H 0.17; H 0.43; H 0.24; H 0.27; H 0.28; H 0.29; C -0.70; O -0.37; C -0.59; C -0.55; N -0.14; C -0.76; C -0.73; O -0.39; C -0.55; H 0.24; H 0.32; H 0.27; H 0.33; H 0.35; H 0.26; H 0.33; H 0.24; H 0.52; H 0.47; H 0.36; H 0.36; H 0.26; H 0.18; H 0.27; O -0.54; C -0.26; C -0.45; O -0.49; H 0.29; H 0.26; H 0.30; H 0.34; H 0.24; H 0.32; O -0.53; C -0.31; C -0.44; O -0.49; H 0.30; H 0.28; H 0.28; H 0.34; H 0.24; H 0.33; O -0.51; C -0.40; C -0.26; O -0.54; H 0.28; H 0.24; H 0.34; H 0.29; H 0.25; H 0.31; O -0.63; H 0.32; H 0.31; O -0.63; H 0.32; H 0.32

=====

Quick one: least stable of them? model B

=====

Model A:
Density functional theory data (the ωB97M-V functional and the def2-TZVPD basis) for C2H4N2 as an isolated structure.

Geometry as ORCA input:
```
! RIJCOSX wB97M-V def2-TZVPD def2/J DEFGRID3
* xyz 0 3
C 0.80450 1.34770 -1.96428
C 0.16932 1.31141 -0.66989
N 0.59382 0.11935 -0.22557
N 0.69402 0.07247 -1.59172
H 0.48031 1.80961 -2.85871
H 3.61033 1.34833 -0.06269
H -0.82497 1.63930 -0.45008
H 2.79289 1.25216 -0.02008
*
```

Values from the calculation:
- HOMO (alpha / beta) (Ha) = -0.2555 / -0.3762
- frontier orbital gap (alpha / beta) (eV) = 7.5 / 8.3
- LUMO level (alpha / beta) (eV) = 0.59 / -1.93

List of natural (NBO) charges in e, atom by atom: C 0.00; C 0.01; N -0.08; N -0.32; H 0.21; H 0.00; H 0.19; H -0.02

=====

Model B:
Density functional theory data (the ωB97M-V functional and the def2-TZVPD basis) for a single C2H4N2 molecule.

Geometry as ORCA input:
```
! RIJCOSX wB97M-V def2-TZVPD def2/J DEFGRID3
* xyz 0 3
C -0.33007 0.42548 0.78129
C 0.30526 -0.42993 -0.78875
N -0.00652 -0.94290 0.51193
N -0.03860 0.93483 -0.52517
H -1.35623 0.59054 1.11635
H 0.30443 0.86413 1.55721
H 1.36394 -0.55035 -1.03966
H -0.24221 -0.89180 -1.61318
*
```

Values from the calculation:
- HOMO (alpha / beta) (Ha) = -0.3358 / -0.3591
- frontier orbital gap (alpha / beta) (eV) = 10.4 / 9.1
- LUMO level (alpha / beta) (eV) = 1.23 / -0.69

List of natural (NBO) charges in e, atom by atom: C -0.21; C -0.21; N -0.21; N -0.21; H 0.21; H 0.21; H 0.21; H 0.21

=====

Quick one: least stable of them? model A

=====

Model A:
Density functional theory data (the ωB97M-V functional and the def2-TZVPD basis) for C4H7N2OS as an isolated structure.

Geometry as ORCA input:
```
! RIJCOSX wB97M-V def2-TZVPD def2/J DEFGRID3
* xyz 1 1
C -2.88000 -1.17311 -0.52889
C -2.84906 1.00503 0.31914
C -2.07990 -0.01491 -0.31030
C 0.45897 -0.44344 0.28713
N -4.12313 -1.06771 -0.12709
N 1.40903 0.60527 0.00072
O -0.83390 0.20114 -0.77274
S -4.42682 0.38120 0.54473
H -2.47843 -2.07667 -1.01985
H -2.74039 2.01212 0.49068
H 0.70413 -1.44412 0.06562
H 0.03609 -0.37781 1.21417
H 1.32944 0.78276 -0.95115
H 2.45324 0.38476 -0.04285
H 1.27512 1.51539 0.44582
*
```

Values from the calculation:
- HOMO (Ha) = -0.4623
- frontier orbital gap (eV) = 8.4
- LUMO level (eV) = -4.17

List of natural (NBO) charges in e, atom by atom: C -0.02; C -0.46; C 0.15; C 0.07; N -0.57; N -0.69; O -0.52; S 0.75; H 0.22; H 0.24; H 0.24; H 0.22; H 0.45; H 0.46; H 0.47

=====

Model B:
Density functional theory data (the ωB97M-V functional and the def2-TZVPD basis) for a 2-piece molecular cluster, C4H7N2OS overall.

Geometry as ORCA input:
```
! RIJCOSX wB97M-V def2-TZVPD def2/J DEFGRID3
* xyz 1 1
C -2.53658 0.54795 0.15183
C -0.49133 -0.49014 0.09859
C -0.59577 1.91042 -0.39773
C 2.25627 -1.05179 0.19949
N -3.65247 0.49701 0.37495
N -1.19244 0.60061 -0.05602
O 1.50308 0.03980 0.01786
S -0.31838 -2.13186 0.20522
H -1.07699 2.66813 0.12850
H -0.67595 2.07586 -1.38976
H 0.50169 1.79272 -0.05994
H 2.21873 -1.94606 -0.48534
H 2.20664 -1.46382 1.22954
H 3.36963 -0.65944 0.38126
H -1.51613 -2.38940 -0.39845
*
```

Values from the calculation:
- HOMO (alpha / beta) (Ha) = -0.5424 / -0.5422
- frontier orbital gap (alpha / beta) (eV) = 8.5 / 8.5
- LUMO level (alpha / beta) (eV) = -6.22 / -6.22

List of natural (NBO) charges in e, atom by atom: C 0.35; C 0.39; C -0.39; C -0.33; N -0.15; N -0.42; O -0.47; S 0.37; H 0.24; H 0.23; H 0.28; H 0.20; H 0.19; H 0.29; H 0.20

=====

Quick one: least stable of them? model B

=====

Model A:
Density functional theory data (the ωB97M-V functional and the def2-TZVPD basis) for a single CH5PS2 molecule.

Geometry as ORCA input:
```
! RIJCOSX wB97M-V def2-TZVPD def2/J DEFGRID3
* xyz 0 1
C -0.81719 1.00154 1.15702
S 0.59000 0.46678 0.51542
P 0.39447 -0.14416 -1.83055
S 0.53637 -2.23805 -1.73325
H -1.01834 0.86750 2.30586
H -1.05441 2.02052 0.84710
H -1.26304 0.15521 0.62468
H 1.84481 -0.10498 -1.55332
H 0.78733 -2.02435 -0.33295
*
```

Values from the calculation:
- SMILES = CSPS
- HOMO (Ha) = -0.3190
- frontier orbital gap (eV) = 8.2
- LUMO level (eV) = -0.47

List of natural (NBO) charges in e, atom by atom: C -0.87; S -0.02; P 0.34; S -0.35; H 0.25; H 0.22; H 0.25; H -0.01; H 0.18

=====

Model B:
Density functional theory data (the ωB97M-V functional and the def2-TZVPD basis) for a single CH5PS2 molecule.

Geometry as ORCA input:
```
! RIJCOSX wB97M-V def2-TZVPD def2/J DEFGRID3
* xyz 0 1
C -0.93100 -0.06785 0.04685
P 0.56524 -1.10414 -0.34508
S 1.83654 0.40165 -0.93016
S 3.53654 -0.02921 0.25636
H -0.79880 0.31158 1.05423
H -1.92848 -0.65336 0.29514
H -1.18618 0.83082 -0.50707
H 0.36445 -1.58276 -1.66579
H 3.09518 0.54629 1.34441
*
```

Values from the calculation:
- SMILES = CPSS
- HOMO (Ha) = -0.3428
- frontier orbital gap (eV) = 9.7
- LUMO level (eV) = 0.33

List of natural (NBO) charges in e, atom by atom: C -0.96; P 0.46; S -0.19; S -0.11; H 0.24; H 0.24; H 0.23; H -0.03; H 0.12

=====

Quick one: least stable of them? model A

=====

Model A:
Density functional theory data (the ωB97M-V functional and the def2-TZVPD basis) for a 2-piece molecular cluster, C5H7NO4 overall.

Geometry as ORCA input:
```
! RIJCOSX wB97M-V def2-TZVPD def2/J DEFGRID3
* xyz 0 1
O 0.04828 2.90941 0.37532
C -0.03306 1.67434 0.18067
C -0.75093 0.95218 -0.74188
O -1.59618 1.31604 -1.79514
N -0.64373 -0.52981 -0.54099
C 0.70395 -0.68787 0.18595
C 0.65060 0.53473 1.06158
H -2.15760 1.99050 -1.46836
H -0.80236 -0.87037 -1.48964
H -1.52672 -0.83679 -0.00455
H 1.39967 -0.55214 -0.62736
H 0.72846 -1.47966 0.88446
H 1.58159 1.00839 1.33320
H 0.10069 0.39871 1.89174
O -3.08775 -0.05029 0.80952
C -3.41601 1.05096 0.59810
O -3.88010 2.08927 0.45294
*
```

Values from the calculation:
- SMILES = [O-]C1=C(O)[NH2+]CC1.O=C=O
- HOMO (Ha) = -0.2592
- frontier orbital gap (eV) = 7.2
- LUMO level (eV) = 0.19

List of natural (NBO) charges in e, atom by atom: O -0.71; C 0.39; C 0.05; O -0.71; N -0.55; C -0.20; C -0.50; H 0.49; H 0.43; H 0.42; H 0.23; H 0.22; H 0.24; H 0.20; O -0.57; C 1.05; O -0.48

=====

Model B:
Density functional theory data (the ωB97M-V functional and the def2-TZVPD basis) for a single C5H7NO4 molecule.

Geometry as ORCA input:
```
! RIJCOSX wB97M-V def2-TZVPD def2/J DEFGRID3
* xyz 0 1
C 0.38662 0.48995 -1.79199
N -0.26276 -0.36844 -0.80835
C -1.86509 0.00280 -0.14477
C 0.40173 0.83730 1.50841
C 0.08779 -0.42619 0.77487
C 0.52276 -1.57242 1.30902
O -0.32778 -1.67511 -1.32415
O 0.44535 1.94231 0.74381
O -2.20797 1.12086 -0.17946
O 0.52740 0.87948 2.70504
H -1.23655 -1.96561 -1.11521
H 0.52754 2.71384 1.32658
H 1.42158 0.17184 -1.93511
H 0.34211 1.51506 -1.43616
H -0.16798 0.41258 -2.72635
H 1.00356 -1.55336 2.27270
H 0.40169 -2.52489 0.82113
*
```

Values from the calculation:
- HOMO (Ha) = -0.3098
- frontier orbital gap (eV) = 8.2
- LUMO level (eV) = -0.20

List of natural (NBO) charges in e, atom by atom: C -0.43; N -0.10; C 0.33; C 0.75; C 0.00; C -0.29; O -0.56; O -0.68; O -0.58; O -0.57; H 0.48; H 0.51; H 0.21; H 0.25; H 0.23; H 0.24; H 0.23

=====

Quick one: least stable of them? model B